(1)
# C48H47BN5O3OsPS2Si

A structure of composition C48H47BN5O3OsPS2Si at a distorted geometry (ωB97M-V with the def2-TZVPD basis set, OMol25).

```
109
Properties=species:S:1:pos:R:3
Os -17.155 -12.720 -9.127
S -17.872 -14.943 -9.152
S -19.546 -11.871 -9.233
P -15.559 -11.682 -10.478
Si -16.407 -13.324 -5.587
O -17.829 -14.323 -11.788
O -16.381 -13.174 -7.202
O -15.704 -15.083 -11.310
N -17.598 -16.886 -7.366
N -20.686 -13.042 -11.492
N -16.720 -10.795 -8.079
N -21.997 -11.767 -10.285
N -16.657 -17.379 -9.255
C -13.760 -12.024 -10.214
C -14.051 -9.840 -3.536
C -14.532 -17.256 -3.880
C -16.115 -15.499 -12.598
C -15.534 -14.853 -4.911
C -20.360 -12.285 -5.000
C -16.709 -8.346 -8.475
C -17.382 -18.354 -7.346
C -16.394 -16.723 -14.634
C -15.327 -16.412 -3.077
C -15.318 -9.607 -4.071
C -14.811 -15.702 -5.719
C -22.889 -12.382 -11.289
C -17.147 -10.929 -14.172
C -16.009 -10.658 -4.681
C -17.418 -15.026 -12.871
C -15.257 -12.415 -14.604
C -14.988 -12.380 -13.223
C -18.172 -13.400 -5.096
C -16.901 -10.947 -12.792
C -19.825 -14.034 -3.368
C -12.801 -11.542 -11.124
C -17.265 -16.407 -8.557
C -21.882 -12.950 -12.287
C -20.702 -12.204 -10.428
C -18.644 -14.310 -4.109
C -15.427 -11.932 -4.758
C -19.105 -12.405 -5.553
C -15.730 -9.894 -10.147
C -20.686 -13.033 -3.812
C -15.607 -7.477 -10.422
C -16.439 -9.649 -8.950
C -16.336 -7.277 -9.236
C -16.332 -11.670 -15.079
C -13.423 -12.888 -9.208
C -14.208 -12.200 -4.115
C -13.526 -11.121 -3.574
C -14.190 -16.845 -5.167
C -18.222 -15.364 -13.934
C -15.815 -11.719 -12.285
C -16.404 -18.550 -8.478
C -12.067 -13.216 -8.977
C -15.551 -16.265 -13.584
C -11.471 -11.832 -10.879
C -17.659 -16.266 -14.846
C -15.397 -8.768 -10.906
C -11.120 -12.736 -9.860
C -15.681 -15.193 -3.556
B -16.769 -14.380 -10.637
H -13.735 -13.226 -4.012
H -18.235 -16.539 -15.753
H -15.957 -17.465 -15.352
H -22.280 -10.956 -9.680
H -16.482 -19.503 -8.972
H -15.976 -11.053 -7.396
H -15.350 -6.646 -11.053
H -16.990 -10.481 -5.171
H -17.450 -10.310 -12.079
H -10.754 -11.459 -11.618
H -14.456 -16.555 -13.606
H -19.787 -13.481 -11.739
H -22.146 -13.954 -12.660
H -18.312 -18.963 -7.460
H -13.497 -9.020 -3.087
H -16.983 -18.674 -6.372
H -14.197 -13.287 -8.544
H -14.599 -12.974 -15.272
H -16.426 -6.267 -8.852
H -18.108 -15.243 -3.905
H -13.586 -17.402 -5.810
H -10.072 -12.972 -9.754
H -19.254 -15.064 -14.030
H -15.790 -8.644 -4.143
H -12.535 -11.231 -3.193
H -21.050 -11.526 -5.380
H -13.067 -10.921 -12.016
H -21.632 -12.860 -3.297
H -14.937 -8.869 -11.883
H -23.503 -13.205 -10.847
H -18.857 -11.696 -6.332
H -16.225 -17.215 -10.164
H -17.578 -10.548 -7.591
H -18.009 -10.326 -14.580
H -11.764 -13.833 -8.148
H -23.630 -11.671 -11.780
H -14.112 -12.891 -12.762
H -14.686 -15.484 -6.799
H -17.222 -8.249 -7.505
H -14.179 -18.139 -3.424
H -18.238 -16.376 -6.757
H -16.139 -14.454 -2.902
H -20.020 -14.641 -2.483
H -21.820 -12.268 -13.162
H -15.365 -18.620 -8.126
H -16.601 -11.726 -16.104
H -15.515 -16.755 -2.085
```

As for the expectation value of S²: 6.020. The lowest unoccupied orbital energy (alpha / beta) comes out at -4.8 / -7.0 eV. The charge is +2. The spin multiplicity is 5. The value obtained for the HOMO-LUMO gap (alpha / beta) is 7.42 / 5.55 eV. For the HOMO energy (alpha / beta), the calculation gives -12.2252 / -12.5828 eV. Its energy relative to the best compared isomer or geometry (same formula, charge and spin) is 0.00 kJ/mol. The calculation puts the total energy at -3899.1270 a.u.

Atomic partial charges in e from the Löwdin method, atoms 1 to 99:
1. Os 1.050
2. S 0.969
3. S 0.673
4. P 0.991
5. Si 0.454
6. O -0.064
7. O -0.504
8. O 0.064
9. N 0.089
10. N 0.054
11. N -0.082
12. N 0.017
13. N 0.088
14. C -0.328
15. C -0.066
16. C -0.056
17. C -0.192
18. C -0.265
19. C -0.073
20. C -0.014
21. C -0.092
22. C -0.093
23. C -0.066
24. C -0.073
25. C -0.109
26. C -0.130
27. C -0.052
28. C -0.111
29. C -0.242
30. C -0.047
31. C -0.080
32. C -0.210
33. C -0.094
34. C -0.065
35. C -0.092
36. C -0.583
37. C -0.149
38. C -0.732
39. C -0.082
40. C -0.225
41. C -0.128
42. C -0.278
43. C -0.056
44. C -0.034
45. C -0.277
46. C -0.049
47. C -0.049
48. C -0.089
49. C -0.074
50. C -0.082
51. C -0.073
52. C 0.009
53. C -0.345
54. C -0.129
55. C -0.043
56. C 0.002
57. C -0.053
58. C -0.087
59. C -0.058
60. C -0.053
61. C -0.129
62. B -0.881
63. H 0.129
64. H 0.127
65. H 0.128
66. H 0.174
67. H 0.132
68. H 0.105
69. H 0.113
70. H 0.093
71. H 0.109
72. H 0.122
73. H 0.144
74. H 0.126
75. H 0.134
76. H 0.144
77. H 0.112
78. H 0.131
79. H 0.078
80. H 0.120
81. H 0.121
82. H 0.090
83. H 0.078
84. H 0.113
85. H 0.114
86. H 0.099
87. H 0.101
88. H 0.106
89. H 0.126
90. H 0.108
91. H 0.118
92. H 0.132
93. H 0.043
94. H 0.162
95. H 0.054
96. H 0.125
97. H 0.109
98. H 0.148
99. H 0.116


(2)
# C48H47N8O2S2SeTl

A structure of composition C48H47N8O2S2SeTl (ωB97M-V with the def2-TZVPD basis set, OMol25).

```
109
Properties=species:S:1:pos:R:3
Tl -0.497 -0.455 -0.340
Se -0.664 -0.578 3.177
S -4.737 -2.524 -2.233
S 0.185 -5.824 -0.349
O -3.757 2.898 -1.828
O 0.898 3.340 2.581
N 0.473 -1.095 -2.653
N -1.490 1.742 0.519
N 1.208 1.872 0.901
N -2.159 1.352 -2.222
N -0.560 -3.443 0.154
N -2.729 -1.841 -0.835
N 0.443 -0.433 5.798
N 1.542 -1.808 4.527
C 0.242 -4.378 0.578
C -1.043 2.318 1.635
C 1.800 -0.802 7.916
C -2.677 1.079 -4.729
C -3.378 -3.544 -2.244
C -3.616 2.760 0.864
C 2.004 4.180 -0.751
C -0.533 0.543 6.246
C 3.241 -2.597 6.240
C 1.456 -0.987 6.586
C 3.590 -1.238 1.317
C -2.060 0.360 -6.947
C 0.501 -0.949 4.557
C 4.043 2.925 -0.894
C -1.024 -5.148 -1.333
C 2.523 2.513 1.066
C -1.300 -3.879 -0.914
C -3.732 0.173 -4.744
C 1.091 -4.309 1.802
C -3.941 -1.465 -1.155
C 2.880 -1.527 8.389
C 0.427 2.424 1.721
C 2.322 3.421 2.304
C -1.855 1.178 -5.845
C 4.356 3.567 -2.085
C 4.227 -1.894 0.271
C 2.315 4.824 -1.936
C 1.473 -2.102 -2.332
C -3.098 -0.559 -6.943
C 1.103 0.164 -3.078
C -2.869 1.997 -1.392
C -1.875 3.043 2.474
C 1.631 -1.117 -0.006
C -2.431 -3.075 -1.388
C 2.210 -1.771 -1.063
C 2.870 3.228 -0.218
C -0.429 -1.601 -3.685
C -3.940 -0.647 -5.841
C 2.163 -1.865 5.771
C -3.679 2.868 -3.267
C 2.263 -0.841 1.182
C 3.494 4.518 -2.607
C -2.711 2.062 0.080
C -2.450 1.989 -3.554
C -3.202 3.197 2.114
C 3.587 -2.411 7.567
C -4.716 -0.349 -0.531
C 3.544 -2.156 -0.903
H -3.883 3.744 2.751
H -3.578 3.890 -3.623
H 2.575 4.463 2.121
H 4.038 -2.667 -1.721
H -4.768 -1.342 -5.845
H -3.262 -1.195 -7.801
H 1.254 -0.132 8.565
H -1.583 2.618 -3.773
H 3.182 -1.410 9.419
H 4.417 -2.967 7.980
H 1.080 4.422 -0.237
H -0.651 1.308 5.481
H 4.720 2.183 -0.487
H 0.103 -1.747 -4.632
H 1.805 -3.489 1.728
H 0.962 -3.060 -2.204
H 1.837 0.488 -2.339
H -5.746 -0.666 -0.376
H -1.235 -0.898 -3.845
H -1.414 0.446 -7.809
H -4.745 0.542 -1.159
H 3.745 5.032 -3.525
H -0.846 -2.556 -3.371
H -1.496 0.069 6.427
H 1.636 -5.239 1.948
H 0.442 -4.139 2.662
H -4.289 -0.099 0.439
H 3.288 1.760 1.255
H 2.850 3.062 3.186
H -1.469 3.512 3.358
H -1.051 1.905 -5.854
H 1.605 0.040 -4.044
H -1.480 -5.717 -2.124
H 1.799 -2.330 3.706
H 0.343 0.939 -3.172
H 5.277 3.330 -2.600
H 1.740 -0.347 1.988
H -4.402 0.106 -3.893
H -4.599 2.995 0.484
H 2.194 -2.216 -3.152
H 5.261 -2.196 0.369
H -3.383 -4.468 -2.794
H 3.782 -3.284 5.605
H 4.120 -1.027 2.238
H -4.603 2.440 -3.653
H 1.646 5.576 -2.334
H -0.172 0.999 7.163
```

The lowest unoccupied orbital energy comes out at -6.5 eV. The charge is +2. The value obtained for the HOMO-LUMO gap is 5.59 eV. For the HOMO energy, the calculation gives -12.0904 eV. Its energy relative to the best compared isomer or geometry (same formula, charge and spin) is 165.55 kJ/mol. The calculation puts the total energy at -5815.6647 a.u.

Atomic partial charges in e from the Löwdin method, atoms 1 to 99:
1. Tl 1.139
2. Se 0.713
3. S 1.142
4. S 1.130
5. O 0.024
6. O 0.021
7. N -0.320
8. N 0.110
9. N 0.152
10. N 0.181
11. N 0.071
12. N 0.052
13. N -0.067
14. N 0.131
15. C -0.617
16. C -0.236
17. C 0.006
18. C -0.222
19. C -0.317
20. C 0.033
21. C -0.034
22. C -0.015
23. C -0.003
24. C -0.146
25. C -0.072
26. C -0.061
27. C -0.706
28. C -0.033
29. C -0.334
30. C -0.224
31. C -0.366
32. C -0.056
33. C -0.057
34. C -0.613
35. C -0.061
36. C -0.385
37. C -0.032
38. C -0.036
39. C -0.069
40. C -0.050
41. C -0.070
42. C -0.154
43. C -0.064
44. C -0.058
45. C -0.380
46. C 0.035
47. C -0.210
48. C -0.348
49. C -0.243
50. C -0.194
51. C -0.051
52. C -0.064
53. C -0.172
54. C -0.042
55. C -0.177
56. C -0.075
57. C -0.199
58. C -0.221
59. C 0.018
60. C -0.065
61. C -0.051
62. C -0.009
63. H 0.131
64. H 0.143
65. H 0.136
66. H 0.127
67. H 0.109
68. H 0.112
69. H 0.115
70. H 0.146
71. H 0.114
72. H 0.113
73. H 0.118
74. H 0.069
75. H 0.113
76. H 0.112
77. H 0.058
78. H 0.121
79. H 0.090
80. H 0.094
81. H 0.070
82. H 0.113
83. H 0.071
84. H 0.109
85. H 0.078
86. H 0.105
87. H 0.082
88. H 0.090
89. H 0.089
90. H 0.130
91. H 0.131
92. H 0.134
93. H 0.118
94. H 0.109
95. H 0.083
96. H 0.122
97. H 0.074
98. H 0.109
99. H 0.030


> Which value of energy relative to the best compared isomer or geometry (same formula, charge and spin) does entry 2 give?

165.55 kJ/mol


> Which value of charge does entry 2 give?

+2


> Which value of charge does entry 1 give?

+2


> Among the records above, which one has the lowest energy relative to the best compared isomer or geometry (same formula, charge and spin)?

C48H47BN5O3OsPS2Si